# 1
Entry from the Open Molecules 2025 dataset: one molecule with the formula C8H15B (wB97M-V/def2-TZVPD).

Calculated values
HOMO level in eV: -9.61
Structure (SMILES): B1[C@H]2CCC[C@@H]1CCC2
Orbital gap in eV: 10.45
Energy relative to the best compared isomer or geometry (same formula, charge and spin) in kcal per mole: 19.4

The geometry in ORCA input format:
```
! RIJCOSX wB97M-V def2-TZVPD def2/J DEFGRID3
* xyz 0 1
B 0.09 0.04 -1.55
C 0.11 -1.26 -0.70
C 1.57 -1.21 -0.07
C 1.62 0.03 0.83
C 1.26 1.34 0.02
C -0.34 1.29 -0.71
C -1.33 1.15 0.43
C -2.00 -0.15 0.22
C -1.06 -1.35 0.35
H 0.57 0.04 -2.51
H 0.15 -2.12 -1.43
H 2.23 -1.06 -0.96
H 1.56 -2.01 0.59
H 0.91 -0.14 1.62
H 2.55 0.37 1.27
H 1.24 2.10 0.75
H 2.01 1.40 -0.84
H -0.46 2.32 -1.02
H -2.11 1.98 0.42
H -0.90 1.34 1.41
H -2.63 0.03 -0.72
H -2.67 -0.42 1.13
H -0.74 -1.38 1.34
H -1.62 -2.33 0.13
*
```

# 2
Entry from the Open Molecules 2025 dataset: C8H15BiCl2N5 as an isolated structure (wB97M-V/def2-TZVPD).

Calculated values
HOMO level (alpha / beta) in eV: -2.62 / -2.62
Orbital gap (alpha / beta) in eV: 5.74 / 5.74
Energy relative to the best compared isomer or geometry (same formula, charge and spin) in kcal per mole: 6.0

The geometry in ORCA input format:
```
! RIJCOSX wB97M-V def2-TZVPD def2/J DEFGRID3
* xyz -1 1
Bi 1.86 -0.41 -0.94
Cl 0.05 -2.11 -0.51
Cl 1.95 1.47 0.67
C 3.42 -1.60 -0.20
H 4.22 -1.10 0.36
H 3.55 -2.66 -0.49
C -1.02 1.52 -1.98
C 0.14 1.34 -2.57
H -1.16 2.24 -1.16
C 0.41 0.18 -3.52
H 0.93 2.10 -2.53
C -0.83 -0.13 -4.35
H 1.32 0.31 -4.13
H 0.54 -0.77 -2.95
C -2.05 -0.33 -3.44
H -0.97 0.69 -5.06
H -0.68 -1.06 -4.91
C -2.26 0.82 -2.41
H -2.94 -0.41 -4.06
H -1.95 -1.27 -2.88
H -2.94 1.56 -2.87
H -2.84 0.41 -1.57
N -2.33 -0.94 4.61
N -1.19 -0.74 3.85
N 0.01 -1.05 4.38
C 0.78 -0.99 3.27
N 0.09 -0.70 2.16
N -1.20 -0.59 2.52
H -3.10 -0.39 4.26
H -2.09 -0.78 5.59
H 1.84 -1.16 3.31
*
```

# 3
Entry from the Open Molecules 2025 dataset: a 2-piece molecular cluster, C8H15BrO3S overall (wB97M-V/def2-TZVPD).

Calculated values
HOMO level in eV: -8.05
Orbital gap in eV: 8.67

The geometry in ORCA input format:
```
! RIJCOSX wB97M-V def2-TZVPD def2/J DEFGRID3
* xyz 0 1
C -0.33 -3.13 -0.42
C -1.42 -3.73 0.33
C -1.64 -2.28 0.02
C -0.64 1.55 -2.54
C 2.63 2.40 1.32
C -0.11 2.06 -1.21
C -1.41 -1.15 0.90
C 0.28 0.99 -0.23
O -0.04 2.49 1.87
O 1.45 0.44 2.18
O -0.63 -1.21 1.84
S 0.93 1.65 1.21
Br 1.85 0.13 -0.92
H 0.51 -2.84 0.35
H -0.18 -3.32 -1.51
H -2.16 -4.25 -0.18
H -1.28 -3.99 1.35
H -2.29 -2.21 -0.81
H -1.72 1.52 -2.39
H -0.30 0.56 -2.68
H -0.53 2.13 -3.44
H 3.19 1.52 1.53
H 2.94 2.68 0.41
H 2.55 3.08 2.09
H 0.65 2.81 -1.26
H -0.86 2.82 -0.73
H -2.22 -0.45 0.77
H 0.78 -0.27 2.13
*
```

# 4
Entry from the Open Molecules 2025 dataset: C8H15Cl2N5Sc as an isolated structure (wB97M-V/def2-TZVPD).

Calculated values
HOMO level (alpha / beta) in eV: -1.08 / -0.99
Orbital gap (alpha / beta) in eV: 3.98 / 3.89
Energy relative to the best compared isomer or geometry (same formula, charge and spin) in kcal per mole: 102.2

The geometry in ORCA input format:
```
! RIJCOSX wB97M-V def2-TZVPD def2/J DEFGRID3
* xyz -1 1
Sc 0.16 1.07 2.93
Cl -1.36 2.53 2.13
Cl 1.84 1.74 4.23
C 1.78 0.12 -0.72
H 2.76 -0.38 -0.16
H 1.80 1.37 -0.37
C -0.20 -0.56 -1.22
C 1.15 -0.51 -1.81
H -0.71 -1.47 -0.94
C 1.43 0.39 -3.04
H 1.54 -1.54 -1.94
C 0.72 1.70 -2.84
H 2.54 0.42 -3.14
H 0.98 -0.13 -3.91
C -0.79 1.48 -2.61
H 1.07 2.18 -1.93
H 1.13 2.45 -3.56
C -1.02 0.64 -1.26
H -1.25 2.48 -2.54
H -1.08 0.94 -3.53
H -0.69 1.32 -0.40
H -2.13 0.46 -1.27
N -2.36 -1.85 4.30
N -1.14 -1.86 3.59
N -0.86 -2.78 2.63
C -0.07 -2.12 1.75
N -0.01 -0.81 1.95
N -0.79 -0.67 3.13
H -2.23 -1.27 5.14
H -2.63 -2.79 4.55
H 0.41 -2.55 0.88
*
```

# 5
Entry from the Open Molecules 2025 dataset: C8H15ClINO2PTl as an isolated structure (wB97M-V/def2-TZVPD).

Calculated values
HOMO level in eV: -15.24
Orbital gap in eV: 6.12
Energy relative to the best compared isomer or geometry (same formula, charge and spin) in kcal per mole: 66.0

The geometry in ORCA input format:
```
! RIJCOSX wB97M-V def2-TZVPD def2/J DEFGRID3
* xyz 2 1
C -3.69 2.43 -5.06
C -3.26 1.58 -3.96
H -4.59 1.95 -5.55
H -2.82 2.45 -5.75
H -3.91 3.46 -4.71
O -3.41 0.41 -3.64
I -0.80 3.12 -3.48
Tl -2.35 1.91 -1.50
P 1.59 -1.00 -1.52
C 1.88 -2.80 -1.83
C 1.24 -0.46 -3.21
H 3.35 0.62 -1.36
H 3.92 -0.91 -2.12
H 3.70 -0.80 -0.34
C 3.32 -0.48 -1.32
H 1.25 0.64 -3.25
H 2.00 -0.89 -3.87
H 2.58 -2.90 -2.68
H 0.91 -3.29 -2.08
H 0.25 -0.80 -3.51
H 2.29 -3.29 -0.93
C 0.00 -1.59 0.47
O -0.68 -1.71 1.39
Cl 0.75 0.96 -0.60
C -0.18 0.41 3.77
C -1.01 0.65 2.61
N -1.71 0.95 1.73
H 0.78 -0.05 3.47
H -0.68 -0.28 4.47
H 0.03 1.36 4.30
*
```

# 6
Entry from the Open Molecules 2025 dataset: C8H15F5MgN3 as an isolated structure (wB97M-V/def2-TZVPD).

Calculated values
HOMO level in eV: -12.53
Orbital gap in eV: 9.64
Energy relative to the best compared isomer or geometry (same formula, charge and spin) in kcal per mole: 0.6

The geometry in ORCA input format:
```
! RIJCOSX wB97M-V def2-TZVPD def2/J DEFGRID3
* xyz 1 1
Mg -0.64 0.46 0.68
C 1.61 -1.16 -0.25
C 0.42 -2.04 0.19
N -0.88 -1.46 -0.12
C -1.26 -1.28 -1.55
C -1.77 0.15 -1.80
N -0.83 1.21 -1.37
C 0.54 1.14 -2.07
C 1.55 1.29 -0.99
N 1.34 0.26 0.10
H 1.80 -1.28 -1.33
H 2.44 -1.57 0.33
H 0.56 -2.29 1.27
H 0.62 -3.01 -0.26
H -1.58 -2.06 0.40
H -2.06 -1.99 -1.90
H -0.43 -1.44 -2.26
H -2.68 0.23 -1.25
H -1.96 0.08 -2.88
H -1.17 2.11 -1.68
H 0.63 1.92 -2.90
H 0.70 0.23 -2.63
H 1.57 2.26 -0.39
H 2.55 1.17 -1.43
H 1.96 0.60 0.83
F 0.41 2.45 2.63
C -0.61 1.49 2.59
F -1.73 2.16 3.08
C -0.34 0.38 3.52
F 0.88 -0.20 3.20
F -1.34 -0.62 3.42
F -0.31 0.79 4.80
*
```

Number 1: electronic energy -9213.376 eV. Number 2: electronic energy -46872.264 eV. Number 3: electronic energy -95554.206 eV. Number 4: electronic energy -61731.468 eV. Number 5: electronic energy -48710.966 eV. Number 6: electronic energy -32037.001 eV.